[1]
13
Properties=species:S:1:pos:R:3 method="wB97M-V/def2-TZVPD" charge=0 orbital_gap_ev=8.49 lumo_energy_ev=-0.05 total_energy_ev=-5310.0469 e_homo_ev=-8.5 relative_energy_kcal_mol=95.01
C -0.1419 -0.7317 1.0803
C 0.6631 0.4939 0.5915
C 0.6424 0.7556 -1.8067
C -0.2714 0.5035 -0.7010
C -0.6888 -0.9368 -0.3454
H -0.9288 -0.4361 1.7823
H 0.4342 -1.5490 1.5238
H 0.6417 1.4049 1.1949
H 1.7029 0.2380 0.3624
H 0.8517 1.8484 -1.7773
H -1.0682 1.2401 -0.5355
H -1.7488 -1.1835 -0.4470
H -0.0881 -1.6473 -0.9223

---

[2]
13
Properties=species:S:1:pos:R:3 method="wB97M-V/def2-TZVPD" charge=0 orbital_gap_ev=8.58 lumo_energy_ev=0.78 total_energy_ev=-5308.3454 e_homo_ev=-7.8 relative_energy_kcal_mol=134.25
C 0.5034 -0.9185 0.3920
C 0.8802 0.2915 -1.1057
C -0.4522 1.1331 -1.2145
C -1.1363 0.9114 -0.0750
C -0.6232 -0.1190 1.0013
H 1.4608 -0.9058 0.9035
H 0.2514 -1.9283 0.0547
H 1.5770 0.8621 -0.5046
H 1.3358 -0.1988 -1.9657
H -0.0594 -0.2870 -0.8865
H -2.0255 1.4750 0.2008
H -0.2675 0.4469 1.8708
H -1.4445 -0.7626 1.3288

---

[3]
13
Properties=species:S:1:pos:R:3 method="wB97M-V/def2-TZVPD" charge=0 orbital_gap_ev=9.89 lumo_energy_ev=1.08 total_energy_ev=-5308.5396 e_homo_ev=-8.8 relative_energy_kcal_mol=129.77
C 0.6797 -1.0927 0.1785
C 1.6897 0.0225 0.5006
C 0.5004 0.6557 0.0181
C -0.5300 1.2512 -0.3812
C -1.7786 0.8818 -0.8254
H -0.7941 -1.0618 -0.4076
H 0.3455 -1.6280 1.0643
H 1.0156 -1.7468 -0.6233
H 2.5685 0.0671 -0.1440
H 1.9289 0.1605 1.5559
H -1.5462 -0.6032 -0.7028
H -2.6371 1.0280 -0.1672
H -2.0170 0.9839 -1.8855

---

[4]
26
Properties=species:S:1:pos:R:3 method="wB97M-V/def2-TZVPD" charge=-2 orbital_gap_ev=2.98 lumo_energy_ev=3.04 total_energy_ev=-307174.1679 e_homo_ev=0.1 relative_energy_kcal_mol=130.68
Ag 3.3855 -0.2133 -0.1636
C 2.0063 2.6962 -3.8217
O 1.1562 2.1422 -3.1652
O 1.7518 2.8991 -5.0254
O 3.1661 2.1957 -3.5910
B 3.5674 -4.4481 -2.3809
F 3.0577 -5.6540 -1.9979
F 4.1370 -4.5916 -3.6239
F 2.4545 -3.5932 -2.4640
F 4.4636 -3.8555 -1.4936
Br 1.1949 3.6581 3.1703
C -0.8294 3.9457 2.9859
C -1.3956 5.1083 3.8483
Br -0.7483 4.8982 5.7555
H -1.3100 3.0027 3.2465
H -1.0778 4.0153 1.9269
H -2.4856 5.1179 3.8459
H -1.0629 6.0683 3.4539
Br -4.4150 -2.0696 -1.4562
C -3.1364 -3.4104 -0.5474
C -2.3097 -2.5212 0.4160
Br -0.8273 -3.4804 1.4532
H -2.5250 -3.7846 -1.3686
H -3.6519 -4.2320 -0.0501
H -2.9092 -2.0428 1.1905
H -1.6571 -1.8510 -0.1434

---

[5]
27
Properties=species:S:1:pos:R:3 method="wB97M-V/def2-TZVPD" charge=+1 orbital_gap_ev="6.08 / 6.08" lumo_energy_ev="-6.59 / -6.59" total_energy_ev=-73869.3415 e_homo_ev="-12.7 / -12.7" relative_energy_kcal_mol=0.01
Au 0.3945 0.9174 -0.1659
S 1.6997 -0.4010 2.5604
Sb 1.2908 1.1374 4.0498
S 3.4514 2.7570 3.1538
S 3.9735 1.9362 1.5750
F -0.2940 2.2767 2.8772
Sb -0.2208 3.9294 1.7608
F -1.3263 4.7668 2.9839
F 1.3271 4.2601 2.8039
F 0.1138 5.3622 0.6427
F 0.9887 2.8066 0.6742
F -1.6048 3.1955 0.7598
C -0.6165 -4.4163 -0.4233
C -0.5562 -3.0336 -0.9705
C -0.9223 -2.5200 -2.1992
C -0.6672 -1.1459 -2.1494
N -0.1652 -0.8435 -0.9519
N -0.1048 -1.9966 -0.2473
C -0.8963 -0.1030 -3.1860
H -0.7177 -5.1313 -1.2356
H -1.4755 -4.5314 0.2385
H 0.2849 -4.6598 0.1384
H -1.3234 -3.0703 -3.0322
H 0.2420 -1.9883 0.6989
H -1.0705 -0.5656 -4.1542
H -0.0356 0.5605 -3.2679
H -1.7692 0.5006 -2.9339

---

[6]
15
Properties=species:S:1:pos:R:3 method="wB97M-V/def2-TZVPD" charge=0 orbital_gap_ev=9.63 lumo_energy_ev=0.79 total_energy_ev=-7480.0233 e_homo_ev=-8.8 relative_energy_kcal_mol=21.85
B -0.9960 0.7754 -1.1502
C 0.5320 0.9577 -1.2565
C 1.3517 0.0488 -0.6417
C 0.8394 -0.7109 0.4709
C 0.2543 0.1250 1.6235
C -0.5926 -0.6936 0.6416
N -1.5340 -0.1380 -0.2536
H -1.7249 1.2346 -1.8618
H 0.9877 1.4696 -2.1440
H 2.2801 -0.1549 -1.0371
H 1.2886 -1.7474 0.6455
H 0.4233 1.2157 1.5076
H 0.2029 -0.1583 2.6921
H -0.9214 -1.6674 1.1619
H -2.3911 -0.5563 -0.3983